The following is a quantum chemistry calculation of the molecule C4H4O in a non-equilibrium geometry, from the OMol25 dataset.

Structure (XYZ):
```
9
Properties=species:S:1:pos:R:3
O -2.459 0.007 -0.046
C 0.890 -0.025 -0.545
C -1.287 -0.013 0.096
C -0.114 -0.854 0.290
C -0.091 0.818 0.244
H 0.371 1.696 0.847
H 1.964 0.199 -0.231
H 0.852 -0.209 -1.655
H -0.126 -1.619 1.000
```

ΔE to the lowest compared entry with this formula, charge and spin   235.4 kJ/mol
Multiplicity   1
Charge   0
Gap between HOMO and LUMO   0.3871 Eh

=====

The following is a quantum chemistry calculation of the molecule C22H16O12 in a non-equilibrium geometry, from the OMol25 dataset.

Structure (XYZ):
```
50
Properties=species:S:1:pos:R:3
O 1.198 -0.935 -0.048
O -0.839 -1.347 4.127
O -0.860 0.799 -0.869
O -1.289 -3.447 -3.476
O 0.095 -5.266 -3.346
O -2.959 0.298 4.736
O -2.547 2.238 3.712
O 2.435 -0.743 -1.845
O -1.992 4.006 -2.983
O 0.482 5.055 -2.390
O 2.338 -4.179 0.902
O 0.300 -3.292 1.358
C -2.946 1.408 0.948
C 0.717 -4.484 -0.728
C -0.699 0.473 0.402
C 1.429 1.230 -1.312
C 1.183 -3.974 0.584
C 0.936 -2.338 2.239
C -0.513 -4.163 -2.802
C 1.675 -0.210 -1.040
C -1.712 3.147 -2.127
C -0.348 2.940 -1.846
C -2.384 1.092 3.805
C 0.217 -1.086 2.032
C -0.307 -3.850 -1.459
C -1.694 0.751 1.417
C -1.553 0.413 2.712
C 2.379 2.157 -1.431
C 0.734 3.809 -2.094
C 2.012 3.446 -1.778
C 3.905 1.904 -1.076
C 0.256 -0.407 0.835
C -0.717 -0.708 2.949
C 0.050 1.632 -1.423
H 1.379 -5.197 -1.208
H -0.891 -3.059 -0.997
H 3.961 0.902 -0.676
H -1.545 -0.966 4.618
H 4.266 2.705 -0.382
H -2.617 2.456 -1.847
H -3.276 0.838 0.039
H 1.104 -2.691 3.210
H -3.606 0.817 5.164
H 1.975 -2.129 1.915
H -0.456 5.190 -2.562
H -0.283 -5.265 -4.192
H -3.817 1.420 1.543
H -2.662 2.485 0.571
H 2.916 4.207 -1.879
H 4.569 1.915 -2.006
```

ΔE to the lowest compared entry with this formula, charge and spin   368.7 kJ/mol
Multiplicity   1
Charge   0
Gap between HOMO and LUMO   0.3034 Eh

=====

The following is a quantum chemistry calculation of an isolated ion of composition C4H10N5 and charge +1 in a non-equilibrium geometry, from the OMol25 dataset.

Structure (XYZ):
```
19
Properties=species:S:1:pos:R:3
N 0.691 0.776 -0.231
N 2.468 1.885 -0.732
N 0.278 1.852 -0.866
N 2.003 0.781 -0.187
N 2.839 -0.081 0.413
C -1.843 0.410 0.019
C -0.241 -1.610 -0.601
C -0.524 -0.361 0.216
C 1.438 2.552 -1.067
H -2.638 -0.157 0.516
H 3.712 0.450 0.643
H 0.682 -2.010 -0.193
H 1.503 3.566 -1.556
H -0.436 -1.475 -1.627
H -1.811 1.528 0.397
H 3.056 -0.901 -0.153
H -1.001 -2.320 -0.059
H -2.056 0.303 -1.030
H -0.343 -0.397 1.229
```

ΔE to the lowest compared entry with this formula, charge and spin   540.6 kJ/mol
Multiplicity   1
Charge   +1
Gap between HOMO and LUMO   0.4055 Eh

=====

The following is a quantum chemistry calculation of the molecule C4H9NO2 in a non-equilibrium geometry, from the OMol25 dataset.

Structure (XYZ):
```
16
Properties=species:S:1:pos:R:3
O -0.385 -0.703 1.407
O 1.918 -1.219 -0.551
N 0.501 1.736 0.142
C -2.278 0.242 0.160
C 0.145 0.497 -0.536
C 1.394 -0.244 -1.009
C -0.901 -0.404 0.104
H 1.952 0.331 -1.791
H 0.446 1.638 1.154
H -3.070 -0.433 -0.160
H -0.859 -1.333 -0.465
H -2.271 1.120 -0.486
H -0.288 0.794 -1.512
H 1.505 1.878 0.028
H -2.540 0.519 1.178
H -0.729 -1.548 1.709
```

ΔE to the lowest compared entry with this formula, charge and spin   200.9 kJ/mol
Multiplicity   1
Charge   0
Gap between HOMO and LUMO   0.3723 Eh

=====

The following is a quantum chemistry calculation of the molecule C5H12S2 in a non-equilibrium geometry, from the OMol25 dataset.

Structure (XYZ):
```
19
Properties=species:S:1:pos:R:3
S 0.885 -1.008 1.615
S 0.296 -1.033 -0.297
C -0.599 -0.711 3.626
C 0.658 0.625 -2.502
C -0.541 -0.017 2.370
C -0.784 0.227 -2.835
C 1.257 0.162 -1.152
H 0.124 -0.440 4.319
H 1.583 1.125 -0.534
H 2.288 -0.226 -1.450
H 0.554 1.670 -2.644
H 1.382 0.420 -3.397
H -0.063 0.914 2.486
H -0.903 0.486 -3.864
H -1.427 -0.417 4.201
H -1.282 0.020 1.603
H -1.540 0.843 -2.232
H -1.057 -0.775 -2.861
H -0.830 -1.865 3.547
```

ΔE to the lowest compared entry with this formula, charge and spin   176.0 kJ/mol
Multiplicity   1
Charge   0
Gap between HOMO and LUMO   0.3438 Eh

=====

The following is a quantum chemistry calculation of CH4N2P2 as an isolated structure in a non-equilibrium geometry, from the OMol25 dataset.

Structure (XYZ):
```
9
Properties=species:S:1:pos:R:3
P 0.807 -0.606 -0.532
P -2.019 -0.510 -0.081
N 1.491 0.119 0.710
N -1.480 1.104 0.169
C -0.678 -1.278 -0.766
H 1.695 -1.580 -1.150
H 2.404 -0.225 0.706
H -0.379 1.065 0.170
H -1.841 1.911 0.773
```

ΔE to the lowest compared entry with this formula, charge and spin   276.6 kJ/mol
Multiplicity   1
Charge   0
Gap between HOMO and LUMO   0.2841 Eh

=====

> Which of these has the lowest ΔE to the lowest compared entry with this formula, charge and spin?

C5H12S2